Computed, not measured: a 2-piece molecular cluster, C2H4INO2 overall, with the ωB97M-V functional and the def2-TZVPD basis.

XYZ file:
```
10
Properties=species:S:1:pos:R:3:forces:R:3
C 0.0121 -0.0526 -1.0808 1.973 -0.269 0.600
C 0.7911 -0.1078 1.5386 -0.361 -0.400 -0.978
N -1.2843 0.3790 -0.9832 -1.235 0.382 0.008
O -2.1785 -0.4546 -1.1024 -0.043 -0.086 0.067
O -1.4767 1.5765 -0.7890 -0.011 0.083 0.065
I 2.3855 -1.3783 1.5682 -0.026 0.127 0.038
H 0.7695 0.7008 -1.2123 -0.122 0.114 -0.008
H 0.2005 -1.0802 -1.3277 -0.233 -0.167 0.085
H 0.9500 0.9479 1.6161 0.151 0.261 0.012
H -0.1692 -0.5305 1.7724 -0.094 -0.044 0.111
```
Forces are in eV/Å.

Calculated values
**Energy**: -15818.11183 eV
**Energy above the lowest of the compared OMol25 structures with the same formula, charge and spin**: 595.9 kJ/mol
**HOMO energy (alpha / beta)**: -9.0 / -10.0 eV
**LUMO (alpha / beta)**: -1.9 / -1.1 eV
**Frontier orbital gap (alpha / beta)**: 7.04 / 8.87 eV

Löwdin population analysis, charges in e, atoms 1 to 6: number 1, C, carries 0.09; number 2, C, carries -0.60; number 3, N, carries -0.49; number 4, O, carries 0.04; number 5, O, carries 0.04; number 6, I, carries 0.79

***

Computed, not measured: C2H4INS as an isolated structure, with the ωB97M-V functional and the def2-TZVPD basis.

XYZ file:
```
9
Properties=species:S:1:pos:R:3:forces:R:3
C -1.0273 -1.1017 -0.3797 -0.633 0.754 -0.274
C -0.2867 -0.1549 -0.9866 -0.785 -2.570 2.138
N 1.2401 0.5707 1.1825 -5.014 -0.812 -3.236
S 1.3433 0.1253 -0.5860 2.036 0.234 1.197
I 0.1736 2.3598 1.1806 0.481 0.067 0.697
H -2.1015 -1.0830 -0.5899 0.291 -0.225 -0.082
H -0.7366 -1.8180 0.3913 0.430 0.421 -0.316
H -0.7404 0.4639 -1.6797 -0.711 1.245 -1.342
H 2.1355 0.6377 1.4675 3.905 0.884 1.217
```
Forces are in eV/Å.

Calculated values
**Energy**: -22562.27436 eV
**Energy above the lowest of the compared OMol25 structures with the same formula, charge and spin**: 195.8 kJ/mol
**HOMO energy**: -8.5 eV
**LUMO**: -0.5 eV
**Frontier orbital gap**: 8.01 eV

Löwdin population analysis, charges in e, atoms 1 to 6: number 1, C, carries -0.04; number 2, C, carries -0.63; number 3, N, carries -0.75; number 4, S, carries 0.69; number 5, I, carries 0.69; number 6, H, carries 0.06

***

Computed, not measured: C2H4INS as an isolated structure, with the ωB97M-V functional and the def2-TZVPD basis.

XYZ file:
```
9
Properties=species:S:1:pos:R:3:forces:R:3
C -0.1613 -0.6636 -0.2195 0.252 2.602 3.722
C -0.7737 0.6889 0.2049 -0.355 0.428 -2.760
N 1.1502 -0.4598 0.5072 1.384 -1.283 -1.959
S 0.5513 0.8196 1.4231 -0.690 1.094 0.342
I 2.7296 -0.0783 -0.9023 -0.327 0.192 0.316
H -0.5502 -1.3613 0.4405 -1.315 -1.848 0.841
H -0.3803 -0.8942 -1.1836 0.722 -0.929 -3.030
H -0.7380 1.4148 -0.7023 0.220 -0.749 1.787
H -1.8277 0.5339 0.4319 0.109 0.492 0.742
```
Forces are in eV/Å.

Calculated values
**Energy**: -22562.05269 eV
**Energy above the lowest of the compared OMol25 structures with the same formula, charge and spin**: 217.2 kJ/mol
**HOMO energy**: -8.3 eV
**LUMO**: -0.4 eV
**Frontier orbital gap**: 7.84 eV

Löwdin population analysis, charges in e, atoms 1 to 6: number 1, C, carries -0.40; number 2, C, carries -0.45; number 3, N, carries -0.87; number 4, S, carries 0.79; number 5, I, carries 0.62; number 6, H, carries 0.07

***

Computed, not measured: a 2-piece molecular cluster, C2H4IO4P overall, with the ωB97M-V functional and the def2-TZVPD basis.

XYZ file:
```
12
Properties=species:S:1:pos:R:3:forces:R:3
C 0.9780 0.6448 0.3479 0.176 0.247 -0.202
C 1.2319 -0.8236 0.5022 -0.813 -0.402 0.761
O 0.2046 -0.7028 2.9785 -0.025 0.374 -0.229
O 0.3497 -3.0811 1.9360 0.025 -0.066 -0.434
O 2.1585 -1.4128 0.0042 0.057 0.025 -0.215
O -1.5434 -1.5256 1.2674 1.574 0.602 0.068
P 0.0725 -1.6239 1.8184 -0.581 -0.443 0.523
I 12.0324 12.5172 -2.7995 0.023 0.030 -0.010
H 0.0421 0.7730 -0.1953 -0.109 0.064 -0.033
H 0.8343 1.0454 1.3482 -0.047 0.121 0.052
H 1.7904 1.1549 -0.1703 0.015 -0.055 -0.062
H -1.6481 -2.4057 0.9122 -0.294 -0.496 -0.220
```
Forces are in eV/Å.

Calculated values
**Energy**: -27724.07587 eV
**Energy above the lowest of the compared OMol25 structures with the same formula, charge and spin**: 0.0 kJ/mol
**HOMO energy**: -2.4 eV
**LUMO**: 4.8 eV
**Net charge**: -2
**Frontier orbital gap**: 7.22 eV

Löwdin population analysis, charges in e, atoms 1 to 6: number 1, C, carries -0.08; number 2, C, carries -0.47; number 3, O, carries -0.37; number 4, O, carries -0.38; number 5, O, carries 0.02; number 6, O, carries -0.23

***

Computed, not measured: C2H4InO4S as an isolated structure, with the ωB97M-V functional and the def2-TZVPD basis.

XYZ file:
```
12
Properties=species:S:1:pos:R:3:forces:R:3
In -3.0795 3.7969 -1.3799 -0.555 0.745 -0.210
C 1.4014 -0.4147 0.2301 -0.774 3.095 1.515
C 0.2733 -0.7805 1.1785 -0.808 -3.029 -2.625
O -0.8758 -0.8365 0.3627 0.436 0.874 0.316
S -0.7665 0.1583 -0.9738 -1.351 1.253 0.158
O -1.4015 1.4088 -0.6754 1.110 -1.714 0.171
O -0.9871 -0.5753 -2.1545 0.687 -0.140 0.716
O 0.8694 0.4306 -0.6947 0.716 -1.403 -0.408
H 1.7935 -1.3866 -0.2150 0.093 -0.928 -0.196
H 2.3509 -0.0933 0.7122 0.354 0.568 -0.558
H 0.0014 0.0344 1.9108 0.605 0.642 0.636
H 0.4205 -1.7422 1.6988 -0.514 0.038 0.484
```
Forces are in eV/Å.

Calculated values
**Energy**: -26294.55878 eV
**Energy above the lowest of the compared OMol25 structures with the same formula, charge and spin**: 29.4 kJ/mol
**HOMO energy**: -22.6 eV
**LUMO**: -21.0 eV
**Net charge**: +3
**Frontier orbital gap**: 1.64 eV

Löwdin population analysis, charges in e, atoms 1 to 6: number 1, In, carries 1.17; number 2, C, carries 0.00; number 3, C, carries 0.03; number 4, O, carries 0.04; number 5, S, carries 0.81; number 6, O, carries -0.23

***

Computed, not measured: C2H4LiO2Sc as an isolated structure, with the ωB97M-V functional and the def2-TZVPD basis.

XYZ file:
```
10
Properties=species:S:1:pos:R:3:forces:R:3
O -3.0147 0.0116 -0.3329 5.043 2.148 -2.244
C 1.0038 0.1612 0.9194 1.153 0.177 1.041
C 1.5614 -0.1708 -0.3916 0.996 -1.249 0.317
O 0.4534 0.7460 -0.3182 -1.389 0.574 0.012
Li -4.3145 -1.0846 -0.3440 -0.784 -0.431 0.233
Sc -1.4560 0.7563 -1.0784 -4.331 -1.389 1.751
H 0.3259 -0.4163 1.5480 -0.020 -0.377 -0.767
H 1.5978 0.8300 1.5444 -0.308 0.371 -0.472
H 1.3648 -1.1527 -0.8246 -0.145 0.304 -0.064
H 2.4780 0.3192 -0.7220 -0.214 -0.127 0.193
```
Forces are in eV/Å.

Calculated values
**Energy**: -27122.54516 eV
**Energy above the lowest of the compared OMol25 structures with the same formula, charge and spin**: 0.0 kJ/mol
**HOMO energy**: -19.5 eV
**LUMO**: -9.9 eV
**Net charge**: +2
**Frontier orbital gap**: 9.57 eV

Löwdin population analysis, charges in e, atoms 1 to 6: number 1, O, carries -0.67; number 2, C, carries -0.01; number 3, C, carries -0.04; number 4, O, carries -0.24; number 5, Li, carries 0.83; number 6, Sc, carries 1.54

***

Computed, not measured: C2H4LiO2Sm as an isolated structure, with the ωB97M-V functional and the def2-TZVPD basis.

XYZ file:
```
10
Properties=species:S:1:pos:R:3:forces:R:3
O 2.4807 2.7982 0.9929 -0.424 -0.975 -0.003
C -0.1671 -1.5256 -1.0925 -0.327 0.181 0.200
C -1.1581 -0.9341 -0.4168 -0.002 -0.600 -0.612
O -1.0297 0.0430 0.5037 -1.023 0.076 0.574
H 3.4188 2.6223 1.0494 0.342 0.486 -0.037
H 0.8874 -1.2920 -0.9215 -0.264 -0.033 -0.075
H -0.4058 -2.2767 -1.8437 0.139 0.195 0.277
H -2.1936 -1.2523 -0.6027 0.229 -0.006 -0.146
Li -2.6197 0.3853 1.3705 0.231 -0.327 -0.320
Sm 0.7870 1.4320 0.9606 1.099 1.002 0.142
```
Forces are in eV/Å.

Calculated values
**Energy**: -24336.59860 eV
**Energy above the lowest of the compared OMol25 structures with the same formula, charge and spin**: 0.0 kJ/mol
**Expectation value of S²**: 12.009
**2S+1**: 7
**HOMO energy (alpha / beta)**: -10.8 / -12.5 eV
**LUMO (alpha / beta)**: -4.9 / -5.0 eV
**Net charge**: +1
**Frontier orbital gap (alpha / beta)**: 5.94 / 7.46 eV

Löwdin population analysis, charges in e, atoms 1 to 6: number 1, O, carries -0.59; number 2, C, carries 0.01; number 3, C, carries -0.41; number 4, O, carries -0.58; number 5, H, carries -0.06; number 6, H, carries 0.05

***

Computed, not measured: C2H4LiOSm as an isolated structure, with the ωB97M-V functional and the def2-TZVPD basis.

XYZ file:
```
9
Properties=species:S:1:pos:R:3:forces:R:3
O 0.8568 -0.5188 -0.0402 3.411 -3.113 1.147
Sm 3.1195 -0.8517 0.3591 -0.227 1.209 -0.455
C -0.0076 0.4464 0.3944 -3.782 1.889 0.302
C -1.0842 0.5141 -0.5914 0.617 1.070 -3.608
H -1.0465 0.3044 0.8809 2.400 -1.361 3.034
H -0.7050 0.3593 -1.5948 -0.601 -0.221 -0.494
H -2.1391 0.6913 -0.4431 0.075 0.325 0.200
Li 0.4984 -2.3034 0.3351 -1.617 0.060 -0.285
H 0.5078 1.3583 0.7000 -0.276 0.141 0.159
```
Forces are in eV/Å.

Calculated values
**Energy**: -22274.40267 eV
**Energy above the lowest of the compared OMol25 structures with the same formula, charge and spin**: 0.0 kJ/mol
**Expectation value of S²**: 15.763
**2S+1**: 8
**HOMO energy (alpha / beta)**: -14.6 / -16.8 eV
**LUMO (alpha / beta)**: -10.1 / -10.1 eV
**Net charge**: +2
**Frontier orbital gap (alpha / beta)**: 4.54 / 6.70 eV

Löwdin population analysis, charges in e, atoms 1 to 6: number 1, O, carries -0.60; number 2, Sm, carries 1.77; number 3, C, carries -0.45; number 4, C, carries 0.04; number 5, H, carries 0.14; number 6, H, carries 0.08

***

Computed, not measured: C2H4LiOSr as an isolated structure, with the ωB97M-V functional and the def2-TZVPD basis.

XYZ file:
```
9
Properties=species:S:1:pos:R:3:forces:R:3
O -0.5523 1.0296 0.0202 1.079 -1.032 -0.876
Li -1.6488 2.1325 -1.3726 0.340 -0.316 0.284
C 0.4486 0.2226 -0.3559 -1.252 2.193 0.584
C 0.5259 -1.1390 0.0822 -0.061 -4.061 -1.684
H 1.3403 0.7052 -0.7825 -0.395 -0.181 -0.023
H -0.1395 -1.3955 0.9184 0.019 0.218 -0.277
H 0.2846 -2.1553 -0.8361 0.228 3.007 2.215
Sr -1.8075 2.0767 2.0079 0.240 -0.249 -0.257
H 1.5487 -1.4768 0.3185 -0.200 0.421 0.035
```
Forces are in eV/Å.

Calculated values
**Energy**: -5221.63809 eV
**Energy above the lowest of the compared OMol25 structures with the same formula, charge and spin**: 201.8 kJ/mol
**Expectation value of S²**: 1.116
**2S+1**: 2
**HOMO energy (alpha / beta)**: -3.9 / -4.8 eV
**LUMO (alpha / beta)**: -0.4 / -1.4 eV
**Frontier orbital gap (alpha / beta)**: 3.55 / 3.42 eV

Löwdin population analysis, charges in e, atoms 1 to 6: number 1, O, carries -0.63; number 2, Li, carries 0.23; number 3, C, carries -0.39; number 4, C, carries -0.15; number 5, H, carries 0.10; number 6, H, carries 0.05

***

Computed, not measured: C2H4LiOZn as an isolated structure, with the ωB97M-V functional and the def2-TZVPD basis.

XYZ file:
```
9
Properties=species:S:1:pos:R:3:forces:R:3
C -0.1422 -0.1815 0.2640 0.968 -1.544 0.772
H -0.7564 -0.4250 1.1431 0.138 -0.007 -0.351
C 0.4996 -1.1940 -0.4186 -0.914 0.761 -0.069
H 0.3486 -2.2279 -0.1061 -0.077 0.342 -0.208
H 0.8773 -1.0241 -1.4370 0.174 -0.015 0.494
O 0.2675 1.1052 0.2024 -1.445 1.044 -0.545
Li -1.0396 2.4515 0.0946 0.582 0.075 0.009
Zn 2.1070 0.5397 0.1723 0.926 -0.347 -0.023
H -2.1618 0.9562 0.0854 -0.351 -0.308 -0.078
```
Forces are in eV/Å.

Calculated values
**Energy**: -52798.77525 eV
**Energy above the lowest of the compared OMol25 structures with the same formula, charge and spin**: 63.3 kJ/mol
**HOMO energy (alpha / beta)**: -12.1 / -13.8 eV
**LUMO (alpha / beta)**: -6.7 / -5.5 eV
**Net charge**: +1
**Frontier orbital gap (alpha / beta)**: 5.47 / 8.31 eV

Löwdin population analysis, charges in e, atoms 1 to 6: number 1, C, carries -0.47; number 2, H, carries 0.11; number 3, C, carries -0.05; number 4, H, carries 0.08; number 5, H, carries 0.06; number 6, O, carries -0.51

***

Computed, not measured: C2H4LuO2 as an isolated structure, with the ωB97M-V functional and the def2-TZVPD basis.

XYZ file:
```
9
Properties=species:S:1:pos:R:3:forces:R:3
H 0.0880 1.7666 -0.1422 -1.201 -1.099 -1.251
C -0.4769 1.1137 -0.9238 3.052 0.774 0.881
C -0.1866 -0.2124 -0.8914 -2.288 0.838 -0.163
O 0.4200 -0.8543 0.0811 0.255 -0.848 3.259
H -0.5993 1.6207 -1.8808 -0.838 -0.282 0.247
H -0.7802 -0.8618 -1.5626 0.852 0.111 -0.289
Lu 0.0438 -1.0200 2.2829 -2.492 2.528 -3.356
O -1.7975 0.2895 2.1524 2.707 -2.128 0.860
H -2.4828 0.0256 1.5348 -0.047 0.105 -0.188
```
Forces are in eV/Å.

Calculated values
**Energy**: -39851.84361 eV
**Expectation value of S²**: 0.751
**2S+1**: 2
**HOMO energy (alpha / beta)**: -7.4 / -8.1 eV
**LUMO (alpha / beta)**: -0.6 / -1.6 eV
**Frontier orbital gap (alpha / beta)**: 6.85 / 6.53 eV

Löwdin population analysis, charges in e, atoms 1 to 6: number 1, H, carries 0.07; number 2, C, carries -0.05; number 3, C, carries -0.46; number 4, O, carries -0.48; number 5, H, carries 0.03; number 6, H, carries 0.10

***

Computed, not measured: C2H4MnO as an isolated structure, with the ωB97M-V functional and the def2-TZVPD basis.

XYZ file:
```
8
Properties=species:S:1:pos:R:3:forces:R:3
O 1.5629 0.1262 0.2171 1.526 -0.432 -0.600
Mn 3.3510 0.0237 0.7540 0.944 -0.006 0.112
C 0.4006 0.0943 0.4493 -3.925 1.124 1.015
C -0.8624 0.2213 0.7216 1.646 -0.640 0.111
H -1.3097 1.2169 0.6950 -0.013 -0.080 -0.098
H -1.4162 -0.6604 1.0506 -0.126 0.136 -0.171
H -0.4941 -0.5692 -2.0455 -1.104 0.114 0.100
H -1.2321 -0.4529 -1.8422 1.052 -0.216 -0.468
```
Forces are in eV/Å.

Calculated values
**Energy**: -35482.80337 eV
**Expectation value of S²**: 8.755
**2S+1**: 6
**HOMO energy (alpha / beta)**: -19.2 / -19.2 eV
**LUMO (alpha / beta)**: -12.5 / -12.8 eV
**Net charge**: +2
**Frontier orbital gap (alpha / beta)**: 6.69 / 6.45 eV

Löwdin population analysis, charges in e, atoms 1 to 6: number 1, O, carries -0.02; number 2, Mn, carries 1.65; number 3, C, carries -0.18; number 4, C, carries 0.15; number 5, H, carries 0.15; number 6, H, carries 0.14